Record 1
Molecular formula: C9H16NO
Method: DFT, wB97M-V/def2-TZVPD

```
27
Properties=species:S:1:pos:R:3:forces:R:3
C 0.27144 -3.47375 -0.27595 0.38 -0.31 -0.31
C 0.42941 -0.50827 2.19607 -0.07 -0.30 -0.04
C 0.17221 -1.80514 1.61901 -0.11 -0.31 -0.22
C 1.13519 0.40705 1.42316 -0.83 -0.08 0.23
C 0.58091 -2.14577 0.35278 0.84 0.26 0.08
C 1.54742 0.09322 0.15058 0.93 0.33 -0.37
C 1.41671 -1.24843 -0.36720 -1.01 0.18 -0.22
O 1.23916 1.73898 1.82621 0.58 -0.10 -1.82
H -0.01274 -0.30282 3.16418 0.26 0.35 0.03
H -0.32685 -2.56529 2.20228 -0.26 0.05 0.14
H 1.01795 1.77067 2.73052 -0.44 0.08 1.70
H 2.00974 0.89702 -0.43015 0.47 -0.23 0.23
H 1.09190 -3.74305 -0.94610 0.01 0.04 -0.11
H -0.62502 -3.43139 -0.90076 -0.08 -0.03 0.13
H 1.85133 -1.54063 -1.31472 0.05 0.03 0.00
H 0.19834 -4.31937 0.41171 -0.26 0.26 0.23
C -0.98129 1.31446 -0.77288 -0.99 2.31 1.21
C -2.28038 2.11985 -0.66839 -0.14 -0.59 -0.99
N -0.01503 1.90857 -1.73261 0.05 0.85 -0.75
H -0.52030 1.45972 0.19723 0.31 -0.84 -0.03
H -1.09223 0.31906 -1.06559 -0.13 -1.67 -0.09
H -3.07325 1.52179 -0.22163 0.28 -0.15 0.33
H -2.69522 2.34300 -1.65963 0.14 0.45 0.11
H 0.26980 2.84813 -1.48089 -0.03 0.27 0.46
H 0.82999 1.35255 -1.68714 0.54 -0.68 0.19
H -0.31633 1.99535 -2.70512 -0.31 -0.41 0.10
H -2.12285 2.99448 -0.04497 -0.15 0.26 -0.23
```
Forces are in eV/Å.

Properties
Total energy = -482.36428 hartree
HOMO level (alpha / beta) = -0.10358 / -0.25133 hartree
Multiplicity = 2
ΔE to the lowest compared entry with this formula, charge and spin = 17.5 kcal/mol

Record 2
Molecular formula: C9H16O2
Method: DFT, wB97M-V/def2-TZVPD

```
27
Properties=species:S:1:pos:R:3:forces:R:3
C -2.84291 -0.05522 -0.99310 -0.76 -0.88 -1.40
C -1.92298 -0.28673 -0.04551 -0.41 -0.57 -0.01
C -1.52064 -1.71632 0.29927 4.65 4.01 5.49
C -1.45136 0.78809 0.90386 -0.53 1.86 -1.25
C -0.39449 1.80703 0.33904 0.80 -2.84 2.40
C 1.07513 1.43002 0.61013 -0.70 0.54 -1.76
C 1.68717 0.23822 -0.08539 -2.31 -0.33 -0.99
C 1.59221 0.15503 -1.56443 0.00 -0.45 -1.62
O 2.93331 -0.09962 0.39239 1.84 -0.48 1.76
C 1.87943 -1.01108 0.69946 0.83 3.51 -1.96
O 2.02496 -2.24116 0.31173 2.71 -4.04 -3.62
H -3.46973 0.81858 -1.20159 0.92 0.40 0.65
H -3.17962 -0.80889 -1.76469 0.72 0.22 1.29
H -1.65980 -1.75023 1.47653 -0.74 -0.60 -2.33
H -0.38625 -1.97976 0.38658 -1.62 0.99 -0.88
H -1.89983 -2.40572 -0.27871 -2.59 -3.71 -2.52
H -1.10973 0.41459 1.85068 0.22 -0.41 0.42
H -2.28981 1.48171 1.11789 0.00 -0.73 0.04
H -0.51738 2.01604 -0.65518 -0.60 0.25 -2.68
H -0.57821 2.70292 0.85275 -0.10 1.39 0.78
H 1.59953 2.34587 0.34431 0.70 -0.09 -0.04
H 1.23558 1.24639 1.62102 0.16 0.00 2.09
H 2.19551 1.01009 -1.95659 -1.11 -0.17 -0.15
H 0.51765 0.00884 -1.98813 1.96 0.67 0.71
H 2.23206 -0.68992 -1.91111 -0.76 0.20 0.23
H 1.44874 -1.05583 1.61157 -0.89 0.60 3.44
H 2.80144 -2.36295 -0.37278 -2.41 0.65 1.92
```
Forces are in eV/Å.

Properties
Total energy = -502.87718 hartree
SMILES = C=C(C)CCC[C@@]1(C)O[C@@H]1O
HOMO level = -0.33229 hartree
ΔE to the lowest compared entry with this formula, charge and spin = 53.5 kcal/mol

Record 3
Molecular formula: C9H16O3P
Method: DFT, wB97M-V/def2-TZVPD

```
29
Properties=species:S:1:pos:R:3:forces:R:3
C -1.81345 -1.21796 -0.47596 -0.62 -0.11 0.02
C 2.22885 1.42787 1.14148 -0.45 1.33 -0.28
C 1.17545 -2.44192 0.40635 -1.36 -1.67 1.89
C -0.57332 0.68872 -2.58313 2.56 1.70 -0.39
C 0.71115 1.11999 1.25264 2.39 0.74 0.94
C 0.67213 -1.25698 1.18070 0.50 0.18 2.52
C -1.35108 1.19532 -1.41800 -3.98 -6.06 0.64
C 0.37359 -0.01637 0.32388 0.21 -1.31 0.00
C -1.09478 -0.09604 0.09865 0.93 4.51 -3.95
O -3.01914 -0.98214 -0.01061 -1.57 -0.13 0.09
O -1.51258 -2.14393 -1.19785 0.36 -0.40 -0.26
O -3.22689 1.66738 0.71337 -0.24 0.71 -0.56
P -2.58894 0.39290 1.13507 0.30 -1.43 1.27
H 2.87865 0.69151 1.52841 0.80 -0.83 0.75
H 2.43775 2.44803 1.58315 0.08 -1.19 -0.31
H 2.45049 1.47549 0.06495 0.03 0.24 0.23
H 1.04659 -3.36827 1.00150 -0.22 0.28 0.12
H 2.23934 -2.50762 0.24999 0.28 0.80 -0.96
H 0.43521 -2.55459 -0.34803 0.38 -0.42 -1.70
H -0.62181 -0.35875 -2.81874 -0.50 -0.47 0.08
H 0.49055 0.85933 -2.18962 -0.89 -0.30 -1.21
H -0.63466 1.28603 -3.56718 -0.20 -0.66 1.50
H 0.44820 2.13773 1.10834 -1.97 0.62 -0.92
H 0.41850 0.89987 2.31708 0.19 -0.04 -1.05
H 1.42949 -1.08482 2.00727 -0.66 0.34 -0.81
H -0.31932 -1.35005 1.76595 1.53 -0.83 -0.76
H -1.15530 2.13007 -1.12902 1.16 3.47 1.46
H -2.49775 1.10166 -1.45855 1.83 0.18 -0.32
H 0.97307 -0.14247 -0.68208 -0.88 0.79 1.98
```
Forces are in eV/Å.

Properties
Total energy = -919.59825 hartree
HOMO level = -0.13607 hartree
Total charge = -1
ΔE to the lowest compared entry with this formula, charge and spin = 26.7 kcal/mol

Copy entry 2 word for word.
Molecular formula: C9H16O2
Method: DFT, wB97M-V/def2-TZVPD

```
27
Properties=species:S:1:pos:R:3:forces:R:3
C -2.84291 -0.05522 -0.99310 -0.76 -0.88 -1.40
C -1.92298 -0.28673 -0.04551 -0.41 -0.57 -0.01
C -1.52064 -1.71632 0.29927 4.65 4.01 5.49
C -1.45136 0.78809 0.90386 -0.53 1.86 -1.25
C -0.39449 1.80703 0.33904 0.80 -2.84 2.40
C 1.07513 1.43002 0.61013 -0.70 0.54 -1.76
C 1.68717 0.23822 -0.08539 -2.31 -0.33 -0.99
C 1.59221 0.15503 -1.56443 0.00 -0.45 -1.62
O 2.93331 -0.09962 0.39239 1.84 -0.48 1.76
C 1.87943 -1.01108 0.69946 0.83 3.51 -1.96
O 2.02496 -2.24116 0.31173 2.71 -4.04 -3.62
H -3.46973 0.81858 -1.20159 0.92 0.40 0.65
H -3.17962 -0.80889 -1.76469 0.72 0.22 1.29
H -1.65980 -1.75023 1.47653 -0.74 -0.60 -2.33
H -0.38625 -1.97976 0.38658 -1.62 0.99 -0.88
H -1.89983 -2.40572 -0.27871 -2.59 -3.71 -2.52
H -1.10973 0.41459 1.85068 0.22 -0.41 0.42
H -2.28981 1.48171 1.11789 0.00 -0.73 0.04
H -0.51738 2.01604 -0.65518 -0.60 0.25 -2.68
H -0.57821 2.70292 0.85275 -0.10 1.39 0.78
H 1.59953 2.34587 0.34431 0.70 -0.09 -0.04
H 1.23558 1.24639 1.62102 0.16 0.00 2.09
H 2.19551 1.01009 -1.95659 -1.11 -0.17 -0.15
H 0.51765 0.00884 -1.98813 1.96 0.67 0.71
H 2.23206 -0.68992 -1.91111 -0.76 0.20 0.23
H 1.44874 -1.05583 1.61157 -0.89 0.60 3.44
H 2.80144 -2.36295 -0.37278 -2.41 0.65 1.92
```
Forces are in eV/Å.

Properties
Total energy = -502.87718 hartree
SMILES = C=C(C)CCC[C@@]1(C)O[C@@H]1O
HOMO level = -0.33229 hartree
ΔE to the lowest compared entry with this formula, charge and spin = 53.5 kcal/mol

> What is the formula in the second record?

C9H16O2